Formula: C27H36O27
Source: the Open Molecules 2025 dataset
Level of theory: ωB97M-V/def2-TZVPD

Geometry as XYZ:
```
90
Properties=species:S:1:pos:R:3
O -3.6020 2.1334 2.1731
C -3.9047 1.4867 3.1953
O -4.3204 0.2888 3.1376
C -4.4536 -0.2342 4.4151
C -4.6947 0.9487 5.2913
O -3.8236 1.8577 4.5301
H -5.3794 -0.8053 4.4858
H -3.7093 -0.9521 4.7598
H -4.6074 0.6093 6.3234
H -5.7602 1.1779 5.2743
O 2.5139 -3.9562 -5.4453
C 2.6998 -3.6677 -4.2579
O 1.8205 -3.1524 -3.6089
C 2.1485 -3.0430 -2.2875
C 3.6838 -2.8590 -2.3534
O 3.8682 -3.4170 -3.6731
H 1.7300 -2.0816 -1.9898
H 1.8416 -4.0034 -1.8734
H 4.2819 -3.4633 -1.6714
H 4.1496 -1.8766 -2.2756
O 0.4435 -1.1842 -7.3081
C 0.2924 -0.4682 -6.2786
O 0.6134 0.7991 -6.1333
C 0.0635 1.2346 -4.8659
C -0.1023 0.0074 -4.1326
O -0.2337 -0.9681 -5.1374
H 0.9324 1.7606 -4.4705
H -0.7937 1.8787 -5.0620
H -0.9669 0.0374 -3.4696
H 0.7956 -0.2930 -3.5925
O -0.0309 0.8387 4.6338
C -0.7070 1.3581 5.4729
O -1.1278 0.7542 6.5516
C -1.5312 1.6540 7.4670
C -1.8325 2.8543 6.6900
O -1.0565 2.5672 5.5476
H -2.4128 1.3175 8.0126
H -0.7039 1.7129 8.1742
H -1.6019 3.7646 7.2433
H -2.8902 2.8584 6.4265
O 4.0167 0.3080 7.2754
C 3.8598 0.0579 6.1299
O 4.7315 -0.7942 5.6243
C 4.8626 -0.6290 4.1944
C 3.5161 -0.0400 3.9333
O 3.2335 0.6938 5.0962
H 5.7267 0.0034 3.9906
H 5.0591 -1.6694 3.9351
H 2.8085 -0.8327 3.6903
H 3.3834 0.6395 3.0914
O -2.9161 3.2503 -4.0424
C -2.9959 3.5333 -2.8989
O -3.3169 4.7274 -2.3632
C -3.0761 4.8116 -0.9319
C -3.1075 3.3278 -0.6516
O -2.6147 2.7376 -1.9322
H -2.1391 5.3179 -0.7001
H -3.9694 5.2737 -0.5117
H -4.0649 3.0006 -0.2461
H -2.4641 3.0736 0.1907
O 3.5236 0.1301 0.4852
C 3.8203 0.6191 -0.6033
O 3.3166 0.2746 -1.7607
C 3.5821 1.3415 -2.5727
C 4.8783 2.0510 -2.0199
O 4.6308 1.6217 -0.6854
H 3.5508 1.0481 -3.6220
H 2.7595 2.0566 -2.5666
H 4.6605 3.0854 -2.2858
H 5.7772 1.5696 -2.4051
O -0.4831 -2.8143 -1.0459
C -0.2784 -1.7422 -0.4445
O -0.9344 -0.6037 -0.7579
C -0.5672 0.4344 0.0936
C 0.1303 -0.3421 1.2239
O 0.4178 -1.5539 0.5922
H -0.0106 1.2498 -0.3684
H -1.3373 1.0438 0.5664
H -0.5215 -0.2916 2.0960
H 1.0230 0.1920 1.5495
O -3.3330 -4.9991 -7.0748
C -2.7030 -4.7474 -6.0767
O -2.6536 -3.4852 -5.4591
C -1.5188 -3.4536 -4.5904
C -1.8316 -4.8946 -4.0565
O -2.2958 -5.5257 -5.2433
H -0.6450 -3.3838 -5.2382
H -1.4821 -2.7765 -3.7370
H -2.5972 -4.9668 -3.2840
H -1.0440 -5.4028 -3.5002
```

Values from the calculation:
DFT total energy: -83858.3108 eV
LUMO energy: -0.239 eV
HOMO: -9.78 eV
Energy relative to the best compared isomer or geometry (same formula, charge and spin): 778.97 kJ/mol
Frontier orbital gap: 0.3506 Eh
Structure (SMILES): O=C1OCCO1.O=C1OCCO1.O=C1OCCO1.O=C1OCCO1.O=C1OCCO1.O=C1OCCO1.O=C1OCCO1.O=C1OCCO1.O=C1OCCO1